[1]
Molecular formula: C27H28CaN6O8S2
Method: DFT, wB97M-V/def2-TZVPD

Cartesian coordinates (Å):
1 Ca 1.2373 -0.4269 0.7581
2 S 3.9992 -0.7235 0.0389
3 S 2.6869 1.8637 1.9052
4 O 0.2097 -3.1206 3.6220
5 O 0.2128 -3.9714 -1.7426
6 O 1.2807 -2.5669 -0.3685
7 O -6.3851 2.4354 2.9074
8 O -2.2313 -2.3475 2.3731
9 O -5.4315 1.1481 4.4330
10 O 1.0374 -1.2141 2.7712
11 O -0.9542 -1.1916 0.9790
12 N -0.0245 -0.4246 -1.4561
13 N -1.9130 -5.7998 -1.9078
14 N -0.4110 1.9216 0.5245
15 N -3.9669 -4.7655 -2.3499
16 N -2.2938 -3.6956 -1.1252
17 N 1.8792 2.0162 -1.0471
18 C 3.0611 2.1020 -1.6441
19 C 3.6424 3.3291 -1.9581
20 C 6.6915 2.2543 2.2929
21 C -0.0101 3.0207 0.0366
22 C -2.8178 -2.3367 -1.1895
23 C -1.6460 1.9143 1.2202
24 C -2.7182 -4.7147 -1.8011
25 C -1.1379 -1.8992 2.0529
26 C -2.9118 1.2134 3.1283
27 C 2.9743 4.4990 -1.6569
28 C 5.3135 2.3862 2.3736
29 C 0.1555 -2.1257 2.9161
30 C -1.7084 1.2578 2.4451
31 C -2.7804 2.4894 0.6635
32 C 0.6226 -2.8115 -1.3690
33 C 1.2515 3.1469 -0.7433
34 C -4.0513 1.8129 2.5944
35 C 1.7346 4.4110 -1.0324
36 C 7.2231 1.2206 1.5311
37 C 4.9607 0.4693 0.9409
38 C 4.4159 1.5314 1.7200
39 C -3.9826 2.4380 1.3541
40 C -5.3182 1.7455 3.3996
41 C 6.3544 0.3573 0.8792
42 C 0.1591 -1.6161 -2.2707
43 C -1.0731 -1.9548 -3.1426
44 C -2.4596 -1.6613 -2.5301
45 H 7.3350 2.9477 2.8253
46 H -2.9788 0.6916 4.0718
47 H 4.8831 3.1839 2.9694
48 H -3.8993 -2.3395 -1.0267
49 H -0.1361 0.4281 -1.9854
50 H 3.4150 5.4652 -1.8734
51 H 3.5768 1.1557 -1.7846
52 H -2.1153 -6.4692 -2.6284
53 H -6.1163 2.9062 2.1130
54 H -2.7318 2.9409 -0.3192
55 H -1.0195 -1.3747 -4.0703
56 H -0.9283 -5.6021 -1.7397
57 H -4.1469 -5.4504 -3.0614
58 H -1.2541 -3.7528 -0.9589
59 H 1.1860 5.2940 -0.7314
60 H -0.7905 -0.5641 -0.8061
61 H -4.8504 2.8783 0.8705
62 H 8.2959 1.0781 1.4494
63 H 1.0300 -1.4364 -2.9112
64 H -1.0104 -3.0071 -3.4292
65 H -3.2086 -1.9180 -3.2910
66 H -2.3886 -1.8241 -0.3197
67 H -0.5576 3.9587 0.2058
68 H -2.5718 -0.5862 -2.3656
69 H 6.7518 -0.4608 0.2880
70 H 4.6262 3.3469 -2.4098
71 H -0.8213 0.7843 2.8439
72 H -4.4512 -3.8905 -2.4507

The HOMO-LUMO gap comes out at 3.58 eV. Its lowest unoccupied orbital energy is 3.3 eV. The calculation puts the energy at -3450.42009 hartree. As for the energy above the lowest of the compared OMol25 structures with the same formula, charge and spin: 13.9 kcal per mole. The net charge is -2. As for the spin multiplicity: 1.

[2]
Molecular formula: C37H41IN3O2PSe2W
Method: DFT, wB97M-V/def2-TZVPD

Cartesian coordinates (Å):
1 W -0.3423 -0.9874 0.1718
2 I 0.7905 2.5878 -2.9551
3 Se -1.9741 -1.9220 -1.6260
4 Se -0.5784 0.5580 -2.1610
5 P 0.0918 2.2191 0.4645
6 O -3.3140 0.4250 -3.6660
7 O -0.7513 -0.5960 -6.7287
8 N 1.0416 -0.6805 1.5916
9 N -1.1368 -2.3178 1.0374
10 N 1.4626 -1.5204 -0.7568
11 C -0.9998 -3.7303 2.9934
12 C -1.2451 1.6098 1.5568
13 C 2.5861 -1.0298 -0.0852
14 C 1.5766 -0.4041 3.9285
15 C 0.1749 6.2739 1.2775
16 C 1.8638 2.0691 2.6394
17 C -3.0402 0.0372 1.6120
18 C -1.1001 6.6660 0.9038
19 C 2.8690 2.2469 0.4167
20 C 4.0029 -1.6084 -1.9526
21 C -1.7796 -2.3101 -3.5956
22 C 2.8862 -2.2526 -2.5468
23 C -0.2937 4.0181 0.5634
24 C -1.5162 -1.1204 -4.5002
25 C 1.7073 2.1866 1.3189
26 C -1.9590 5.7452 0.3195
27 C -1.5572 4.4325 0.1405
28 C -1.0844 -1.6731 -5.8693
29 C -2.9000 -3.9708 1.3750
30 C -1.4094 -3.6366 1.5171
31 C 3.8530 -1.0319 -0.7352
32 C 3.1472 1.5648 3.2355
33 C 3.4732 -0.3341 2.1964
34 C -1.8413 2.3515 2.5735
35 C -0.3541 -0.2855 -3.9648
36 C 0.5821 4.9573 1.1018
37 C 4.0660 1.8421 0.8349
38 C -2.8001 -0.2908 -4.7657
39 C -3.0485 1.9306 3.1049
40 C 2.3648 -0.6245 1.2254
41 C -1.7985 0.3952 1.0679
42 C 0.7170 -0.6835 2.9515
43 C -0.5728 -4.6310 0.6898
44 C -3.6634 0.7964 2.5896
45 C 2.9558 0.0485 3.6068
46 C 4.1376 1.1106 2.1289
47 C 1.6828 -2.1842 -1.9203
48 H 4.9544 -1.5946 -2.4670
49 H 3.6600 -0.2445 4.3861
50 H -2.2274 3.7174 -0.3231
51 H 1.5819 4.6678 1.3898
52 H -1.3747 3.2610 2.9346
53 H -0.9190 -4.6272 -0.3442
54 H -0.6679 -5.6415 1.0919
55 H -0.2316 -2.3498 -5.7349
56 H 0.4767 -4.3333 0.7166
57 H 0.8556 6.9887 1.7233
58 H 1.0167 2.1714 3.3074
59 H 0.8101 -2.6691 -2.3394
60 H -0.3153 -0.9292 3.1565
61 H -1.5743 -3.0196 3.5900
62 H -3.2016 -3.8916 0.3306
63 H -1.1889 -4.7364 3.3688
64 H -3.7925 -0.1728 -3.0837
65 H 1.2580 -0.4349 4.9621
66 H -4.6363 0.4962 2.9606
67 H -3.0932 -4.9873 1.7200
68 H 0.0623 -3.5063 3.1048
69 H -0.3794 -0.9345 -7.5456
70 H 4.6787 -0.5491 -0.2334
71 H -3.5585 -0.9757 -5.1679
72 H 2.9836 -2.7789 -3.4850
73 H 3.5256 2.2069 4.0355
74 H 4.9570 1.9700 0.2317
75 H -1.9177 -2.2564 -6.2841
76 H -3.5344 -0.8600 1.2527
77 H 2.7277 2.6888 -0.5633
78 H -2.7114 -2.8127 -3.8543
79 H -2.9499 6.0522 0.0087
80 H -2.5725 0.4501 -5.5318
81 H -0.9682 -3.0359 -3.6738
82 H -0.1563 0.5239 -4.6573
83 H -3.5008 -3.2790 1.9676
84 H 5.1561 1.0457 2.5095
85 H -1.4249 7.6864 1.0635
86 H 4.2031 -1.1458 2.1623
87 H 0.5400 -0.9048 -3.8875
88 H -3.5233 2.4978 3.8962

The HOMO-LUMO gap (alpha / beta) comes out at 5.40 / 5.40 eV. Its lowest unoccupied orbital energy (alpha / beta) is -0.9 / -0.9 eV. The calculation puts the energy at -7258.18171 hartree. As for the energy above the lowest of the compared OMol25 structures with the same formula, charge and spin: 99.8 kcal per mole. The net charge is 0. As for the spin multiplicity: 1.

[3]
Molecular formula: C24H40GaO21SSi
Method: DFT, wB97M-V/def2-TZVPD

Cartesian coordinates (Å):
1 Ga -3.4542 -2.0072 1.7877
2 S -1.7517 -3.0223 3.0374
3 Si -5.5467 -3.1868 2.2040
4 O -0.0266 -3.3519 0.1118
5 O 3.4624 2.3681 -1.4797
6 O 1.1623 -4.3657 -1.5195
7 O 7.5896 3.2938 1.5122
8 O 5.1525 0.9632 -1.0139
9 O 8.8027 7.5525 6.2423
10 O -10.3253 -2.5222 -0.0630
11 O 0.2081 3.1813 -4.0747
12 O -10.0041 -4.7301 -0.3905
13 O 8.7087 9.7226 6.8404
14 O -1.6392 0.7575 -0.5608
15 O -0.4686 -0.5713 -1.8823
16 O 8.8371 1.9097 2.7117
17 O 1.6660 -4.7558 0.6115
18 O 8.7034 4.0747 3.3034
19 O 4.4304 1.2657 -3.1296
20 O 7.5567 8.9590 5.0615
21 O -2.2482 0.5089 -2.7193
22 O 0.2042 0.9865 -4.5544
23 O -10.8442 -3.4273 -2.0278
24 O -1.1300 2.3535 -5.6817
25 C 2.4158 -5.7075 -0.1408
26 C -0.6976 0.0863 0.3099
27 C 7.6510 2.0765 0.7456
28 C 2.9027 2.9312 -2.6751
29 C 8.0388 6.7288 5.3465
30 C 8.3888 8.8317 6.1216
31 C -11.3545 -2.0934 -2.0674
32 C -1.2283 1.0884 -6.3473
33 C -0.6871 0.1340 -5.2926
34 C -1.5315 0.2544 -1.7951
35 C -6.5940 -3.3275 0.6270
36 C 7.5855 7.7401 4.3053
37 C -10.5857 -1.4220 -0.9347
38 C 8.1053 1.0762 1.7979
39 C -0.2013 2.2630 -4.7118
40 C 2.3857 -5.1007 -1.5387
41 C 3.2127 1.8288 -3.6685
42 C 8.4021 3.1781 2.5771
43 C 0.8400 -4.0806 -0.2276
44 C -10.3531 -3.6685 -0.7795
45 C -6.6108 -2.1894 3.4128
46 C 0.3274 -0.4125 -0.7001
47 C -5.2620 -4.9182 2.9295
48 C 4.4273 1.4956 -1.8007
49 H -11.1677 -1.6638 -3.0470
50 H -6.6123 -4.3374 0.2176
51 H 1.9054 -6.6705 -0.0953
52 H -0.3093 0.7987 1.0304
53 H -0.8426 -3.2740 2.1194
54 H -0.6065 1.1196 -7.2433
55 H 3.2106 -4.4055 -1.7041
56 H -4.1922 -5.1284 2.9362
57 H 8.7586 0.2964 1.4207
58 H -12.4286 -2.1230 -1.8764
59 H -1.4570 -0.2193 -4.6065
60 H 7.2021 6.2997 5.8980
61 H -9.6332 -1.0069 -1.2653
62 H -7.6692 -2.4482 3.3296
63 H -3.0586 -2.0306 0.2256
64 H 3.4114 -5.7993 0.2831
65 H -5.6072 -4.9639 3.9647
66 H 8.6577 5.9346 4.9440
67 H -5.7748 -5.7129 2.3857
68 H 1.1046 0.3188 -0.9403
69 H 8.3908 2.2085 -0.0447
70 H 7.2669 0.6279 2.3301
71 H 6.6012 7.5440 3.8931
72 H -3.5572 -0.4977 2.3466
73 H -0.1303 -0.7076 -5.6921
74 H -6.2146 -2.6367 -0.1272
75 H 8.3070 7.8483 3.4954
76 H 0.7752 -1.3600 -0.4228
77 H 6.6853 1.8444 0.3123
78 H -11.1503 -0.6641 -0.4005
79 H 2.3552 -5.8312 -2.3416
80 H -7.6308 -3.0478 0.8303
81 H -6.5070 -1.1358 3.1474
82 H 3.3920 3.8772 -2.9081
83 H -1.2028 -0.7282 0.8293
84 H 2.4349 1.0653 -3.6576
85 H 1.8409 3.0953 -2.5312
86 H 3.3884 2.1714 -4.6826
87 H -2.2621 0.9066 -6.6219
88 H -6.2965 -2.3135 4.4491

The HOMO-LUMO gap comes out at 5.63 eV. Its lowest unoccupied orbital energy is 1.7 eV. The calculation puts the energy at -5131.16535 hartree. The net charge is -1. As for the spin multiplicity: 1.